# 1
{"formula": "C19H38Cl12CuN2O5", "method": "the ωB97M-V functional and the def2-TZVPD basis", "species": ["Cu", "C", "O", "O", "O", "C", "O", "N", "C", "C", "H", "H", "H", "H", "H", "H", "H", "C", "O", "N", "C", "C", "H", "H", "H", "H", "H", "H", "H", "Cl", "C", "C", "Cl", "H", "H", "H", "H", "Cl", "C", "C", "Cl", "H", "H", "H", "H", "Cl", "C", "C", "Cl", "H", "H", "H", "H", "Cl", "C", "C", "Cl", "H", "H", "H", "H", "Cl", "C", "C", "Cl", "H", "H", "H", "H", "Cl", "C", "C", "Cl", "H", "H", "H", "H"], "positions_angstrom": [[23.528, 0.585, -27.615], [25.717, 1.621, -26.826], [26.925, 2.077, -26.873], [25.468, 0.322, -26.757], [24.653, 2.427, -26.910], [27.419, 5.248, -26.775], [27.813, 5.963, -27.668], [27.137, 5.673, -25.528], [26.450, 4.777, -24.620], [27.370, 7.044, -25.151], [27.101, 4.206, -26.916], [26.968, 4.716, -23.662], [26.547, 3.759, -25.000], [25.412, 5.065, -24.495], [28.026, 7.495, -25.882], [26.406, 7.562, -25.055], [27.723, 7.096, -24.116], [27.809, 1.045, -23.134], [27.098, 0.372, -22.438], [28.887, 1.731, -22.702], [29.638, 2.561, -23.597], [29.321, 1.612, -21.327], [27.541, 1.322, -24.167], [30.723, 2.458, -23.581], [29.454, 3.616, -23.360], [29.286, 2.446, -24.622], [30.207, 0.966, -21.335], [29.521, 2.548, -20.808], [28.579, 1.081, -20.735], [23.808, -3.612, -24.724], [25.126, -2.622, -25.325], [26.080, -2.182, -24.230], [26.930, -3.539, -23.477], [24.659, -1.749, -25.776], [25.668, -3.100, -26.143], [25.577, -1.554, -23.502], [26.842, -1.589, -24.736], [22.665, -0.122, -22.420], [23.472, 0.919, -23.621], [22.800, 2.255, -23.840], [22.811, 3.274, -22.366], [23.509, 0.346, -24.547], [24.510, 1.096, -23.341], [21.750, 2.089, -24.071], [23.305, 2.792, -24.641], [31.680, 0.727, -26.088], [30.353, 1.303, -27.158], [30.813, 1.423, -28.571], [31.861, 2.854, -28.874], [29.992, 2.233, -26.739], [29.569, 0.552, -27.102], [29.949, 1.597, -29.211], [31.316, 0.564, -29.004], [24.749, 3.618, -31.347], [25.479, 2.809, -29.928], [26.908, 3.226, -29.650], [28.032, 2.534, -30.832], [25.642, 1.745, -30.136], [24.845, 2.955, -29.059], [27.238, 2.961, -28.644], [26.977, 4.318, -29.666], [23.058, 7.738, -28.345], [23.009, 5.946, -28.384], [23.814, 5.338, -27.258], [23.029, 5.655, -25.699], [23.429, 5.640, -29.339], [21.959, 5.699, -28.282], [24.856, 5.605, -27.119], [23.796, 4.256, -27.412], [27.181, -3.295, -28.173], [27.669, -1.582, -28.290], [27.396, -1.044, -29.676], [28.572, -1.642, -30.888], [28.727, -1.497, -28.057], [27.083, -1.025, -27.556], [27.411, 0.034, -29.734], [26.432, -1.407, -30.028]], "forces_ev_per_angstrom": [[1.478, 0.718, 0.956], [0.775, 0.670, -0.345], [-2.185, -1.066, 0.617], [-0.628, 0.683, -0.540], [0.654, -1.550, -0.201], [-1.162, -0.271, 0.181], [0.728, 0.495, -0.777], [0.303, -0.246, 0.376], [0.753, -0.379, 0.122], [-0.962, -0.165, 0.807], [0.357, -0.197, -0.033], [-0.110, 0.433, 0.238], [-0.424, 0.046, -0.331], [-0.198, -0.084, 0.182], [0.053, 0.253, 0.062], [0.056, 0.219, -0.569], [0.625, -0.140, -0.205], [-0.157, 1.498, -0.570], [-0.693, -1.097, 0.684], [0.336, -0.044, 0.341], [-0.165, 1.303, -0.354], [0.320, -0.977, 0.112], [0.189, -0.387, -0.297], [-0.058, -0.610, 0.171], [0.014, 0.072, 0.073], [-0.001, -0.271, 0.059], [0.165, 0.326, 0.345], [0.101, 0.239, -0.443], [-0.228, 0.011, -0.264], [-0.468, -0.594, 0.140], [0.506, 0.615, -0.316], [-0.187, 0.460, -1.047], [-0.012, -0.172, 0.250], [0.170, 0.251, 0.202], [-0.225, -0.396, 0.365], [0.142, -0.209, 0.325], [-0.011, 0.141, 0.186], [0.055, 0.148, 0.018], [0.603, 0.292, -0.253], [-0.471, -0.487, 0.147], [0.147, -0.013, -0.122], [-0.135, 0.138, -0.120], [-0.005, -0.278, 0.365], [0.006, 0.200, -0.155], [0.001, 0.021, 0.000], [0.011, 0.019, 0.069], [0.374, -0.536, 0.236], [-0.317, 0.623, -1.038], [0.042, -0.181, 0.216], [-0.090, 0.137, -0.154], [-0.130, 0.070, 0.069], [-0.168, 0.053, 0.124], [0.178, -0.177, 0.475], [0.072, -0.107, 0.097], [1.141, -0.955, 0.150], [-0.368, 1.816, 0.440], [0.181, -0.033, -0.277], [-1.038, -0.010, -0.185], [0.057, 0.065, 0.000], [-0.301, -0.545, -0.221], [0.288, -0.087, -0.328], [0.034, 0.174, -0.104], [0.771, 0.557, 0.359], [-0.494, -0.775, -0.261], [-0.260, 0.027, 0.453], [-0.140, -0.061, -0.080], [-0.012, -0.294, -0.120], [-0.039, 0.455, -0.532], [0.077, 0.073, 0.253], [0.217, -0.134, -0.077], [-0.004, 0.494, -0.129], [-0.351, -0.544, -0.144], [0.157, 0.019, 0.020], [0.031, -0.197, 0.082], [-0.056, 0.050, -0.078], [0.157, 0.270, 0.229], [-0.071, 0.135, 0.076]], "lowdin_charge": [0.60, -0.81, -0.12, -0.17, -0.19, -0.36, 0.01, -0.19, -0.05, -0.04, 0.10, 0.08, 0.07, 0.04, 0.08, 0.09, 0.08, -0.34, 0.02, -0.18, -0.07, -0.05, 0.13, 0.08, 0.08, 0.06, 0.09, 0.09, 0.08, 0.54, -0.71, -0.68, 0.55, 0.03, 0.00, 0.05, 0.06, 0.54, -0.67, -0.65, 0.52, 0.05, 0.06, 0.06, 0.03, 0.53, -0.64, -0.66, 0.52, 0.05, 0.06, 0.01, 0.07, 0.54, -0.66, -0.65, 0.61, 0.05, 0.03, 0.04, 0.07, 0.51, -0.64, -0.65, 0.58, 0.05, 0.06, 0.06, 0.03, 0.59, -0.63, -0.66, 0.52, 0.06, 0.04, 0.02, 0.06], "e_tot_ev": -228450.258, "orbital_gap_ha": 0.2517, "charge": -1, "multiplicity": 1}

# 2
{"formula": "C19H38InO3P", "method": "the ωB97M-V functional and the def2-TZVPD basis", "species": ["C", "H", "H", "H", "C", "H", "H", "C", "H", "H", "H", "C", "C", "C", "C", "C", "C", "C", "C", "C", "C", "In", "H", "H", "H", "H", "H", "H", "H", "H", "H", "H", "H", "H", "H", "H", "H", "C", "C", "O", "P", "O", "C", "C", "O", "C", "C", "H", "H", "H", "H", "H", "H", "H", "H", "H", "H", "H", "H", "H", "H", "H"], "positions_angstrom": [[0.981, 2.099, -0.875], [1.409, 2.378, 0.091], [1.753, 1.961, -1.638], [1.751, 0.234, 0.248], [-0.194, 2.955, -1.309], [-0.895, 2.403, -1.958], [-0.775, 3.239, -0.422], [0.316, 4.181, -2.049], [-0.512, 4.813, -2.379], [0.966, 4.751, -1.381], [0.904, 3.878, -2.921], [-0.530, -2.112, -1.544], [-0.936, -1.052, -2.433], [0.254, -0.487, -3.017], [1.392, -1.172, -2.466], [0.907, -2.186, -1.570], [1.735, -3.119, -0.788], [2.805, -0.847, -2.733], [0.310, 0.606, -4.009], [-2.336, -0.703, -2.777], [-1.436, -3.011, -0.798], [0.092, 0.202, -0.478], [3.458, -1.110, -1.888], [3.170, -1.391, -3.619], [2.946, 0.226, -2.932], [2.759, -2.741, -0.635], [1.308, -3.312, 0.209], [1.824, -4.086, -1.314], [-2.404, -2.536, -0.584], [-1.648, -3.924, -1.377], [-1.005, -3.323, 0.164], [-2.404, 0.302, -3.207], [-2.752, -1.407, -3.514], [-2.994, -0.732, -1.898], [1.143, 1.304, -3.822], [0.451, 0.202, -5.027], [-0.617, 1.198, -4.020], [-4.184, 0.328, 1.861], [-2.803, 0.113, 1.325], [-1.863, -0.719, 2.186], [-0.315, -0.531, 1.749], [0.167, 0.718, 2.641], [0.098, 0.714, 4.106], [-0.714, 1.899, 4.515], [0.553, -1.823, 2.186], [1.948, -1.642, 2.923], [2.952, -0.596, 2.571], [-4.672, -0.616, 2.089], [-4.773, 0.819, 1.083], [-4.219, 1.000, 2.723], [-2.840, -0.427, 0.364], [-2.317, 1.096, 1.159], [-0.344, -0.234, 4.464], [1.148, 0.775, 4.442], [-1.756, 1.799, 4.221], [-0.675, 1.930, 5.597], [-0.321, 2.836, 4.126], [1.584, -1.515, 3.955], [2.383, -2.641, 2.803], [2.534, 0.399, 2.522], [3.693, -0.572, 3.383], [3.540, -0.792, 1.674]], "forces_ev_per_angstrom": [[0.148, 0.687, -0.177], [0.066, 0.156, -0.350], [-0.099, 0.013, 0.232], [0.692, -0.277, -0.111], [-0.583, 0.048, -0.099], [0.197, 0.154, 0.046], [0.067, 0.063, -0.144], [0.127, 0.178, 0.045], [0.130, -0.016, 0.043], [-0.052, 0.124, -0.164], [-0.102, 0.110, 0.056], [-0.632, 0.457, -0.705], [0.039, 0.369, 1.155], [-0.198, -0.055, -0.011], [-0.374, -1.750, 1.406], [1.427, 1.756, -1.142], [0.512, -0.626, 0.504], [0.691, 0.210, -0.189], [-0.139, 0.503, -0.198], [-0.703, 0.048, -0.287], [-0.332, -0.047, 0.434], [0.206, -0.753, -1.440], [-0.234, 0.005, -0.286], [-0.044, 0.154, 0.230], [-0.043, -0.319, -0.008], [-0.379, -0.112, -0.166], [0.076, -0.021, -0.397], [-0.038, 0.282, 0.228], [0.236, -0.144, -0.189], [0.119, 0.204, 0.092], [-0.005, -0.027, -0.289], [-0.036, -0.228, 0.065], [0.109, 0.199, 0.171], [0.136, -0.036, -0.261], [-0.185, -0.390, -0.095], [0.001, 0.048, 0.272], [0.242, -0.261, -0.074], [-0.129, -0.138, 0.529], [1.148, -0.074, -0.490], [0.231, 0.145, -0.842], [-0.704, -0.594, 3.951], [-0.041, -1.060, -1.588], [0.261, -0.286, 0.127], [-0.053, 0.048, 0.379], [0.116, 1.992, -0.528], [-1.136, -1.165, 0.986], [0.315, 0.421, -0.441], [-0.020, -0.003, 0.135], [0.123, -0.056, -0.126], [0.154, -0.283, 0.009], [-0.059, 0.169, 0.262], [-0.138, -0.371, 0.128], [0.163, 0.418, -0.225], [-0.496, 0.021, -0.067], [-0.071, -0.069, -0.066], [-0.123, 0.230, 0.293], [0.114, -0.053, -0.029], [0.362, -0.182, -0.451], [-0.425, 0.213, 0.036], [-0.062, 0.284, -0.051], [-0.302, -0.207, -0.001], [-0.274, -0.102, -0.126]], "lowdin_charge": [-0.21, 0.07, 0.07, 0.11, -0.34, 0.08, 0.11, -0.07, 0.09, 0.09, 0.08, -0.22, -0.25, -0.20, -0.23, -0.21, 0.00, 0.00, 0.02, -0.01, 0.02, 0.88, 0.09, 0.12, 0.09, 0.09, 0.08, 0.12, 0.09, 0.13, 0.10, 0.09, 0.12, 0.08, 0.09, 0.13, 0.09, -0.04, -0.25, -0.24, 0.67, -0.30, -0.24, -0.05, -0.27, -0.13, -0.09, 0.10, 0.10, 0.09, 0.08, 0.10, 0.14, 0.13, 0.08, 0.10, 0.09, 0.12, 0.13, 0.06, 0.12, 0.08], "e_tot_ev": -40906.048, "orbital_gap_ha": [0.2230, 0.2094], "charge": 2, "multiplicity": 1}